ORCA calculation (ωB97M-V/def2-TZVPD) on C3H7N3 in the gas phase at a distorted geometry.

Output
Charge: 0
Energy above the lowest of the compared OMol25 structures with the same formula, charge and spin in kcal per mole: 56.81
Gap between HOMO and LUMO in eV: 9.84
SMILES: N/N=C\[C@@H]1CN1

Structure (XYZ):
```
13
C3H7N3 (ωB97M-V/def2-TZVPD)
H -0.583 -0.334 1.656
H 2.989 0.911 -0.387
N 1.835 -0.616 -0.208
N 2.127 0.672 0.082
C -0.497 -0.285 0.528
H -1.230 1.633 0.341
C -1.749 -0.253 -0.260
C 0.671 -1.061 -0.017
H 1.382 1.353 -0.187
H -2.721 -0.118 0.268
H 0.462 -2.144 -0.321
N -0.784 0.958 -0.264
H -1.902 -0.716 -1.232
```